Below is a single C6H9N molecule, with properties calculated with the ωB97M-V functional and the def2-TZVPD basis.

Values from the calculation:
molecular weight = 95.14 g/mol
structure (SMILES) = C1[C@H]2N1CC21CC1
gap between HOMO and LUMO = 10.02 eV
ΔE to the lowest compared entry with this formula, charge and spin = 3.094 eV
HOMO energy = -0.32817 Eh

The geometry in XYZ format:
```
16
Properties=species:S:1:pos:R:3:forces:R:3:nbo_charge:R:1
C -0.160738 0.869291 1.069728 0.0 -0.1 0.3 -0.21
C 0.300158 -0.241137 0.133350 0.0 0.0 0.0 -0.10
H -1.994422 0.608817 -0.744670 0.1 0.1 0.1 0.19
C 0.195376 0.762393 -0.991541 0.2 -0.2 -0.3 -0.09
H -0.352971 -2.200251 -0.737856 0.1 0.1 0.1 0.22
H 2.042674 -1.488948 -0.419371 -0.1 0.1 0.1 0.22
H 0.623163 1.208757 1.753083 -0.1 0.0 -0.1 0.20
H 1.780068 -1.334942 1.381798 -0.1 0.0 -0.1 0.21
H -0.656443 -2.000545 1.051360 0.1 0.0 -0.1 0.21
C -1.184403 1.268766 -1.055749 -0.2 0.0 -0.1 -0.27
H -1.442583 1.981159 -1.834558 0.1 -0.1 0.1 0.21
H -1.091268 0.706406 1.626726 0.1 0.1 -0.1 0.19
C 1.347466 -1.268420 0.386440 0.2 0.0 0.0 -0.41
N -0.271963 1.838466 -0.061392 0.0 0.3 0.1 -0.37
C -0.088184 -1.683480 0.180527 -0.2 -0.1 0.0 -0.42
H 0.954070 0.973667 -1.737874 -0.1 -0.1 0.0 0.21
```
Forces are in eV/Å.

=====

Below is a single C6H9N molecule in a non-equilibrium geometry, with properties calculated with the ωB97M-V functional and the def2-TZVPD basis.

Values from the calculation:
molecular weight = 95.14 g/mol
structure (SMILES) = CC1(C#N)CCC1
gap between HOMO and LUMO = 11.81 eV
ΔE to the lowest compared entry with this formula, charge and spin = 1.135 eV
HOMO energy = -0.40334 Eh

The geometry in XYZ format:
```
16
Properties=species:S:1:pos:R:3:forces:R:3:nbo_charge:R:1
C 1.071743 -0.113247 -0.650459 -0.3 -0.1 0.2 -0.38
C -0.434802 0.034714 -0.231813 0.1 0.1 0.0 -0.15
H -0.264792 -0.365433 1.929371 0.6 0.3 -0.3 0.21
H 1.409036 -1.146472 -0.788901 -0.4 0.1 -0.1 0.21
C 0.029800 0.433057 1.218520 -0.7 -0.5 0.3 -0.38
C 1.497639 0.438210 0.738502 0.3 0.5 -0.7 -0.41
H -0.409667 1.354074 1.627036 0.3 -0.2 -0.3 0.23
C -1.051995 1.215650 -0.840487 -0.2 0.9 -0.5 0.29
C -1.300251 -1.202022 -0.464069 0.1 0.2 0.1 -0.59
H -0.822471 -2.072585 -0.002467 -0.1 0.1 0.0 0.21
H -2.306742 -1.070440 -0.055155 0.1 -0.1 -0.1 0.22
H 1.302170 0.470312 -1.548844 0.3 -0.1 0.4 0.22
N -1.497520 2.199848 -1.256328 0.3 -0.9 0.3 -0.34
H 2.156504 -0.218799 1.298081 0.1 0.1 0.0 0.21
H -1.363090 -1.372089 -1.545575 -0.1 -0.1 0.2 0.22
H 1.984437 1.415221 0.572588 -0.4 -0.3 0.7 0.22
```
Forces are in eV/Å.

=====

Below is a single C6H9N molecule in a non-equilibrium geometry, with properties calculated with the ωB97M-V functional and the def2-TZVPD basis.

Values from the calculation:
molecular weight = 95.14 g/mol
structure (SMILES) = C[C@]12C[C@H]1[C@H]1N[C@H]12
gap between HOMO and LUMO = 8.86 eV
ΔE to the lowest compared entry with this formula, charge and spin = 5.971 eV
HOMO energy = -0.28975 Eh

The geometry in XYZ format:
```
16
Properties=species:S:1:pos:R:3:forces:R:3:nbo_charge:R:1
C 1.357112 -1.009228 -0.371280 0.1 -0.2 0.0 -0.08
C 1.286621 0.347340 0.241989 -0.1 0.1 0.0 -0.09
H -2.215208 0.565453 1.119343 0.2 0.0 0.0 0.23
H -1.933063 -0.155774 -1.318993 0.1 -0.2 0.0 0.20
C -1.153893 0.708121 1.343203 -0.1 0.1 -0.1 -0.63
C -0.849725 -0.194107 -1.465329 0.4 2.0 0.6 -0.49
H -0.912170 0.094065 2.222013 0.0 0.1 -0.1 0.22
H 1.991906 -1.862154 -0.139253 -0.1 0.2 0.0 0.21
N 1.939615 0.144316 -1.033503 -0.4 0.0 -0.2 -0.57
H 1.383794 0.464404 -1.830942 0.1 -0.1 0.2 0.37
H -0.471073 0.942792 -1.160465 -0.2 -0.9 -0.7 0.29
H -1.011265 1.758053 1.624131 0.0 -0.1 -0.1 0.22
H -0.763189 -1.876115 -0.030434 0.1 0.1 -0.1 0.24
C -0.281685 0.321344 0.181222 -0.1 -1.1 0.1 -0.04
C -0.204337 -1.045450 -0.451832 0.2 0.1 0.7 -0.29
H 1.836560 0.796939 1.070131 -0.2 -0.1 -0.3 0.21
```
Forces are in eV/Å.

=====

Below is a single C6H9N molecule in a non-equilibrium geometry, with properties calculated with the ωB97M-V functional and the def2-TZVPD basis.

Values from the calculation:
molecular weight = 95.14 g/mol
structure (SMILES) = CC1=CN=C[C@@H]1C
gap between HOMO and LUMO = 8.59 eV
ΔE to the lowest compared entry with this formula, charge and spin = 3.000 eV
HOMO energy = -0.29513 Eh

The geometry in XYZ format:
```
16
Properties=species:S:1:pos:R:3:forces:R:3:nbo_charge:R:1
C 0.292769 -0.458808 0.416924 -0.2 -0.5 0.2 -0.02
N -1.893835 -0.703047 -0.386036 -0.5 0.1 1.9 -0.46
H -0.487985 0.072258 -1.858879 1.3 0.9 -0.4 0.23
H -0.309003 1.823318 -2.058487 0.1 0.2 0.3 0.21
H 2.419462 -0.288726 0.695789 0.0 -0.1 0.0 0.22
H 1.182979 0.921150 -1.686707 -0.5 -0.2 0.0 0.21
H 0.026820 1.776432 0.620411 0.1 -0.4 -0.2 0.23
C -0.682271 -1.311235 0.077190 0.8 -0.7 0.1 -0.08
H -2.499327 0.946577 0.595561 -0.6 1.3 -0.9 0.20
H 1.681656 -1.800297 1.283245 0.1 0.1 0.0 0.22
C 0.094619 0.966306 -1.513774 -0.4 -0.1 -0.2 -0.58
C -0.240177 0.902769 0.010537 -0.3 -0.3 0.3 -0.35
C -1.698324 0.491767 0.037520 -0.6 0.4 -0.4 0.19
H -0.866142 -2.313013 0.422315 0.7 -0.6 -0.4 0.21
H 1.464306 -0.280208 2.180343 0.1 -0.1 -0.2 0.21
C 1.536356 -0.722621 1.175855 0.2 -0.1 0.0 -0.63
```
Forces are in eV/Å.

=====

Below is a single C6H9N molecule, with properties calculated with the ωB97M-V functional and the def2-TZVPD basis.

Values from the calculation:
molecular weight = 95.14 g/mol
structure (SMILES) = C=C1NC=C[C@H]1C
gap between HOMO and LUMO = 8.41 eV
ΔE to the lowest compared entry with this formula, charge and spin = 1.508 eV
HOMO energy = -0.26956 Eh

The geometry in XYZ format:
```
16
Properties=species:S:1:pos:R:3:forces:R:3:nbo_charge:R:1
N 1.029512 1.431689 -0.007018 -0.1 0.1 -0.1 -0.60
C -0.072092 -0.564154 -0.235599 -0.1 0.1 -0.2 -0.29
C -1.384641 1.519639 0.435878 0.0 0.1 0.2 -0.56
H -2.287431 0.956842 0.649636 0.1 0.1 -0.2 0.21
C 1.988214 0.437621 -0.223961 0.0 -0.1 0.1 0.00
H -1.473960 2.592783 0.307928 0.1 0.0 0.4 0.20
H -2.028805 -1.417817 -0.107746 0.1 -0.1 0.2 0.21
H -0.387601 -0.311225 -1.255919 0.3 -0.7 -0.5 0.23
C 1.422759 -0.771769 -0.281571 0.0 0.1 0.0 -0.29
H 1.928843 -1.715954 -0.438696 -0.1 0.2 0.0 0.22
H -0.735400 -2.594691 -0.323865 -0.1 0.1 0.1 0.21
H 3.026576 0.717473 -0.357412 -0.2 -0.1 0.1 0.21
H 1.237822 2.403431 0.137524 0.0 -0.1 0.1 0.40
C -1.011779 -1.674437 0.204635 -0.1 0.0 0.0 -0.60
C -0.231832 0.878729 0.219407 -0.1 0.1 -0.2 0.22
H -1.020185 -1.888161 1.276779 0.1 0.2 -0.1 0.21
```
Forces are in eV/Å.

=====

Below is a single C6H9N molecule in a non-equilibrium geometry, with properties calculated with the ωB97M-V functional and the def2-TZVPD basis.

Values from the calculation:
molecular weight = 95.14 g/mol
structure (SMILES) = CC#CC/C=N\C
gap between HOMO and LUMO (alpha / beta) = 8.56 / 8.56 eV
ΔE to the lowest compared entry with this formula, charge and spin = 4.947 eV
HOMO energy (alpha / beta) = -0.29853 / -0.29854 Eh

The geometry in XYZ format:
```
16
Properties=species:S:1:pos:R:3:forces:R:3:nbo_charge:R:1
C -0.515169 0.501313 -0.304981 -0.1 -0.2 0.1 -0.58
C 0.928366 0.870180 -0.609775 0.2 0.5 1.1 0.29
H -1.015181 1.481651 -0.266427 0.0 -0.3 0.0 0.26
H 1.843625 -0.217711 -2.608388 -0.4 0.4 -0.3 0.18
N 1.346067 1.537622 -1.593967 0.6 -1.5 0.6 -0.51
H -0.231983 -2.281068 3.383788 -0.1 0.1 0.0 0.23
C -0.608026 -0.662007 2.078315 -0.1 0.0 -0.2 0.02
C 1.095887 0.596527 -2.698775 0.0 0.6 -1.4 -0.45
H -0.341095 -0.697660 4.179306 0.0 -0.1 -0.1 0.24
H 1.381649 1.264492 -3.470777 -0.1 -0.4 -1.8 0.22
H 1.682119 0.517088 0.088163 -0.2 0.7 1.5 0.16
H -1.059431 -0.083442 -1.051963 0.2 0.0 0.0 0.25
C -0.747217 -1.316454 3.374292 0.0 -0.1 0.1 -0.68
H 0.110245 0.134416 -2.848070 0.1 0.4 0.1 0.18
C -0.582768 -0.140707 0.997676 -0.3 -0.3 0.3 -0.04
H -1.807567 -1.493061 3.578686 0.1 0.0 0.0 0.24
```
Forces are in eV/Å.

=====

Below is C6H9N as an isolated structure, with properties calculated with the ωB97M-V functional and the def2-TZVPD basis.

Values from the calculation:
molecular weight = 95.14 g/mol
gap between HOMO and LUMO = 8.80 eV
ΔE to the lowest compared entry with this formula, charge and spin = 6.429 eV
HOMO energy = -0.29582 Eh

The geometry in XYZ format:
```
16
Properties=species:S:1:pos:R:3:forces:R:3:nbo_charge:R:1
H -0.938286 1.585894 0.812360 0.1 -0.1 0.0 0.22
H 0.729760 -0.879671 1.908346 0.0 0.2 -0.1 0.19
H 2.242018 0.886437 -1.074395 -0.1 -0.1 0.1 0.23
C -0.478804 -0.434569 -0.732142 0.2 0.0 -0.3 -0.35
H -0.549032 -0.596048 0.407554 0.1 0.0 0.1 0.32
C 1.784853 0.134037 -0.421979 0.2 -0.1 -0.1 -0.35
H -2.578697 0.040837 -0.762096 0.1 -0.1 -0.1 0.21
H 0.733179 0.707360 2.833054 0.0 -0.1 -0.2 0.21
C 0.625720 0.209638 1.869888 0.0 -0.2 0.2 -0.27
C 0.765176 -0.594879 -1.210309 -0.3 0.2 0.3 -0.02
N 1.171355 0.915429 0.725256 0.0 0.1 -0.1 -0.39
C -1.851430 -0.536651 -1.342896 -0.1 0.0 0.0 -0.62
H -1.845227 -0.143430 -2.362256 0.0 -0.1 0.2 0.23
C -0.211771 0.779800 0.779329 -0.1 0.2 0.0 -0.08
H -2.199964 -1.574991 -1.377067 0.1 0.2 0.0 0.22
H 2.601150 -0.499194 -0.052646 -0.1 0.1 -0.1 0.22
```
Forces are in eV/Å.

=====

Below is a single C6H9N molecule, with properties calculated with the ωB97M-V functional and the def2-TZVPD basis.

Values from the calculation:
molecular weight = 95.14 g/mol
structure (SMILES) = C=C1NCC=C1C
gap between HOMO and LUMO = 8.96 eV
ΔE to the lowest compared entry with this formula, charge and spin = 1.002 eV
HOMO energy = -0.28843 Eh

The geometry in XYZ format:
```
16
Properties=species:S:1:pos:R:3:forces:R:3:nbo_charge:R:1
H -2.286967 1.654897 -0.257002 0.1 -0.1 0.1 0.22
N 0.905246 -1.419199 -0.040862 0.2 0.2 0.0 -0.59
H -0.908816 2.244345 0.696689 -0.1 -0.1 0.0 0.22
H 1.860016 -1.721580 0.102243 -0.1 0.1 -0.1 0.38
H 2.147264 -0.089346 2.014154 -0.2 0.0 0.0 0.20
C 0.544124 -0.248318 0.642500 0.0 0.1 0.0 0.16
H 0.215347 -2.221266 -1.897815 0.0 0.1 0.1 0.20
C -0.646712 0.276824 -0.074988 0.1 0.0 -0.1 -0.02
C -0.691674 -0.314388 -1.272833 0.1 0.1 0.1 -0.18
C 1.210704 0.325252 1.651576 0.0 0.0 0.0 -0.53
C 0.469170 -1.265492 -1.427272 -0.2 -0.1 -0.1 -0.24
H -1.408588 -0.113501 -2.063072 0.1 0.0 0.1 0.21
H -2.014944 1.060569 1.397959 0.1 0.0 -0.2 0.23
C -1.519768 1.362937 0.467436 0.0 0.0 0.0 -0.64
H 0.875634 1.252814 2.101384 -0.1 -0.2 0.0 0.21
H 1.249964 -0.784546 -2.040099 -0.1 -0.1 0.0 0.18
```
Forces are in eV/Å.

=====

Below is C6H9N as an isolated structure in a non-equilibrium geometry, with properties calculated with the ωB97M-V functional and the def2-TZVPD basis.

Values from the calculation:
molecular weight = 95.14 g/mol
gap between HOMO and LUMO = 9.25 eV
ΔE to the lowest compared entry with this formula, charge and spin = 4.364 eV
HOMO energy = -0.30111 Eh

The geometry in XYZ format:
```
16
Properties=species:S:1:pos:R:3:forces:R:3:nbo_charge:R:1
C -0.441228 -0.943556 0.172514 1.7 -2.5 0.3 -0.09
C 2.233974 -0.153430 0.032200 1.4 -2.0 0.6 -0.65
H -0.188106 -2.030080 0.388674 -0.5 1.3 -0.3 0.21
H -2.372364 -0.944462 -0.847258 -1.1 -0.8 0.6 0.21
H 2.400630 -0.281151 1.211863 0.3 0.3 -2.6 0.22
C 0.744821 0.006618 -0.083596 -0.4 3.9 0.2 -0.03
C -1.435419 0.676168 0.051696 2.3 5.2 -2.0 -0.09
N -1.299254 -0.210016 1.075951 0.4 -1.4 6.8 -0.57
C 0.083765 1.234499 -0.107142 -0.5 -1.0 -0.6 -0.25
H 2.744208 -1.144381 -0.519661 -1.6 2.6 1.5 0.22
H -0.765904 0.196958 1.914091 -1.1 -0.8 -1.4 0.34
H 2.755062 0.768244 -0.380032 -0.6 -1.2 0.8 0.23
H 0.237230 2.380047 -0.183656 0.5 -2.4 0.0 0.23
H -2.146243 1.447493 -0.007339 -1.3 0.8 0.4 0.19
H -1.111168 -0.555085 -1.876976 0.2 1.1 -0.1 0.20
C -1.440000 -0.447860 -0.841328 0.1 -3.0 -4.2 -0.38
```
Forces are in eV/Å.

=====

Below is a single C6H9N molecule in a non-equilibrium geometry, with properties calculated with the ωB97M-V functional and the def2-TZVPD basis.

Values from the calculation:
molecular weight = 95.14 g/mol
structure (SMILES) = C=C1/C(=C/C)N1C
gap between HOMO and LUMO = 9.03 eV
ΔE to the lowest compared entry with this formula, charge and spin = 4.611 eV
HOMO energy = -0.29841 Eh

The geometry in XYZ format:
```
16
Properties=species:S:1:pos:R:3:forces:R:3:nbo_charge:R:1
H -0.251045 -0.232314 2.715348 -2.0 -0.2 3.0 0.21
H 2.078072 0.761873 -0.958462 1.2 0.8 2.8 0.21
C 0.292489 0.101596 1.937499 1.5 3.0 -4.6 -0.40
H 0.190132 1.189176 1.510147 -0.2 -1.5 1.7 0.19
H 1.334077 -0.021563 2.134514 0.8 -0.3 0.2 0.20
C 0.188331 -0.111020 -1.677260 -0.4 -1.2 5.7 -0.27
H 2.186023 -0.104786 -2.435000 -0.4 0.4 0.5 0.21
H -2.913322 -1.328521 1.812132 0.3 -0.2 -1.8 0.21
H 1.297953 1.374889 -2.398162 0.6 0.9 0.0 0.22
C 1.532939 0.525996 -1.777291 -1.3 -1.7 -4.1 -0.63
N -0.115648 -0.731404 0.830795 -0.5 -0.3 0.7 -0.38
C -1.429115 -0.884724 0.392153 0.8 -1.3 -0.5 0.15
H -0.245137 -0.547512 -2.476906 -1.5 -0.4 -3.1 0.21
C -0.419821 -0.572643 -0.520743 3.0 1.9 -2.8 0.16
H -3.320991 -1.554206 -0.063340 -0.3 0.3 0.0 0.22
C -2.622577 -1.279302 0.708099 -1.7 -0.2 2.4 -0.50
```
Forces are in eV/Å.

=====

Copy entry 8 word for word.
Below is a single C6H9N molecule, with properties calculated with the ωB97M-V functional and the def2-TZVPD basis.

Values from the calculation:
molecular weight = 95.14 g/mol
structure (SMILES) = C=C1NCC=C1C
gap between HOMO and LUMO = 8.96 eV
ΔE to the lowest compared entry with this formula, charge and spin = 1.002 eV
HOMO energy = -0.28843 Eh

The geometry in XYZ format:
```
16
Properties=species:S:1:pos:R:3:forces:R:3:nbo_charge:R:1
H -2.286967 1.654897 -0.257002 0.1 -0.1 0.1 0.22
N 0.905246 -1.419199 -0.040862 0.2 0.2 0.0 -0.59
H -0.908816 2.244345 0.696689 -0.1 -0.1 0.0 0.22
H 1.860016 -1.721580 0.102243 -0.1 0.1 -0.1 0.38
H 2.147264 -0.089346 2.014154 -0.2 0.0 0.0 0.20
C 0.544124 -0.248318 0.642500 0.0 0.1 0.0 0.16
H 0.215347 -2.221266 -1.897815 0.0 0.1 0.1 0.20
C -0.646712 0.276824 -0.074988 0.1 0.0 -0.1 -0.02
C -0.691674 -0.314388 -1.272833 0.1 0.1 0.1 -0.18
C 1.210704 0.325252 1.651576 0.0 0.0 0.0 -0.53
C 0.469170 -1.265492 -1.427272 -0.2 -0.1 -0.1 -0.24
H -1.408588 -0.113501 -2.063072 0.1 0.0 0.1 0.21
H -2.014944 1.060569 1.397959 0.1 0.0 -0.2 0.23
C -1.519768 1.362937 0.467436 0.0 0.0 0.0 -0.64
H 0.875634 1.252814 2.101384 -0.1 -0.2 0.0 0.21
H 1.249964 -0.784546 -2.040099 -0.1 -0.1 0.0 0.18
```
Forces are in eV/Å.

=====

> What is the molecular weight in the fifth record?

95.14 g/mol